No. 1
A 2-piece molecular cluster, C8H12NOP overall. Source: the Open Molecules 2025 dataset; level of theory: the ωB97M-V functional and the def2-TZVPD basis.

Properties
* energy relative to the best compared isomer or geometry (same formula, charge and spin): 217.6 kJ/mol
* lowest unoccupied orbital energy (spin up / spin down): 0.069 / 0.069 eV
* 2S+1: 1
* Kohn-Sham gap (spin up / spin down): 0.28956 / 0.28948 Ha

Geometry (Å):
C 3.747277 -0.057049 0.481156
C 3.319481 -0.241687 -0.805256
C 2.821734 0.376968 1.447913
C 2.031565 -0.148318 -1.214408
C 1.451311 0.441961 1.084123
C 1.024573 0.078657 -0.254249
C -3.655183 1.118122 0.057647
C -2.660307 0.396324 1.001570
N -0.867894 -2.222573 -1.364240
O -1.359247 0.158174 0.598183
P -0.696795 0.215424 -0.780602
H 4.896197 -0.165841 0.667881
H 3.932416 -0.567565 -1.615561
H 3.062583 0.572893 2.426685
H 1.739810 -0.182202 -2.308826
H 0.709232 0.562400 1.857725
H -4.712772 0.893342 0.378815
H -3.547501 2.145593 -0.034608
H -3.574528 0.884136 -1.041815
H -3.231915 -0.548565 1.176457
H -2.691454 0.873321 1.948006
H -1.733409 -2.285455 -1.858904
H -0.005169 -2.298070 -1.847685

Cartesian forces (eV/Å) of the 6 atoms listed first:
C 2.0 0.6 1.2
C 0.6 -0.7 -1.2
C -1.5 -0.9 -3.1
C -2.9 0.6 -0.4
C 0.6 -1.5 -1.4
C 1.1 1.1 1.4

natural (NBO) atomic charge list, values in e, 2 entries: C -0.196; C -0.221



No. 2
One molecule with the formula C2H5NO3. Source: the Open Molecules 2025 dataset; level of theory: the ωB97M-V functional and the def2-TZVPD basis.

Properties
* energy relative to the best compared isomer or geometry (same formula, charge and spin): 530.8 kJ/mol
* structure (SMILES): CO/[N+]([O-])=C/O
* lowest unoccupied orbital energy: 0.937 eV
* 2S+1: 1
* Kohn-Sham gap: 0.35068 Ha

Geometry (Å):
C 2.013981 -0.206972 -0.029333
C -1.677852 0.784051 -0.016885
N -0.517345 0.099023 -0.077538
O 0.838666 0.742942 0.063583
O -0.518490 -1.130096 0.047318
O -2.785158 0.002044 0.009612
H 2.799038 0.227585 0.516366
H 1.621385 -1.108825 0.327981
H 2.430290 -0.304574 -0.936929
H -1.848810 1.789976 -0.151315
H -2.355707 -0.895158 0.247139

Cartesian forces (eV/Å) of the 6 atoms listed first:
C -3.5 1.4 2.0
C 1.8 -3.2 -0.4
N 0.2 2.0 0.8
O -0.6 0.2 -0.6
O -0.3 -1.5 0.0
O 1.9 -0.9 0.7

natural (NBO) atomic charge list, values in e, 2 entries: C -0.249; C 0.272



No. 3
C6H13LaO4 as an isolated structure. Source: the Open Molecules 2025 dataset; level of theory: the ωB97M-V functional and the def2-TZVPD basis.

Properties
* ⟨S²⟩: 0.7513
* lowest unoccupied orbital energy (spin up / spin down): -4.254 / -4.364 eV
* net charge: +1
* 2S+1: 2
* Kohn-Sham gap (spin up / spin down): 0.18947 / 0.28561 Ha

Geometry (Å):
C -0.349344 -2.819826 -1.574373
O -0.932793 -2.432639 -0.360997
H 0.099142 -3.819123 -1.449216
H -1.084741 -2.866887 -2.398261
H 0.438491 -2.104713 -1.878209
O 2.261839 1.973874 1.536665
C 2.337518 1.113023 2.404486
C 1.105007 0.401001 2.867579
O -0.033367 0.871931 2.267621
C -0.714830 -0.936425 0.199491
C -1.343832 0.112975 -0.696807
O -0.480702 1.237165 -0.875586
C -0.544101 1.786752 -2.185344
La 0.012152 2.999821 1.141443
H 3.323636 0.693131 2.678988
H 1.122365 0.433226 3.979608
H 1.285157 -0.669890 2.614878
H -1.375880 -1.048988 1.072030
H 0.386815 -0.851210 0.141572
H -2.294324 0.459091 -0.259261
H -1.560146 -0.324097 -1.684918
H 0.100968 2.670161 -2.205180
H -0.182060 1.042431 -2.910039
H -1.576975 2.079209 -2.426173

Cartesian forces (eV/Å) of the 6 atoms listed first:
C 0.4 0.5 -0.5
O -0.4 2.6 1.4
H -0.1 0.4 0.0
H 0.2 0.0 0.3
H 0.0 -0.3 0.0
O -0.1 1.0 0.3

Mulliken atomic charge list, values in e, 2 entries: C -0.667; O -0.472



No. 4
A 10-piece molecular cluster, C48H112N4O10 overall. Source: the Open Molecules 2025 dataset; level of theory: the ωB97M-V functional and the def2-TZVPD basis.

Properties
* energy relative to the best compared isomer or geometry (same formula, charge and spin): 610.0 kJ/mol
* structure (SMILES): CC1(C)CCCC(C)(C)N1O.CC1(C)CCCC(C)(C)N1O.CC1(C)CCCC(C)(C)N1O.CC1(C)CCCC(C)(C)N1O.CCO.CCO.CCO.CCO.CCO.CCO
* lowest unoccupied orbital energy: 0.487 eV
* 2S+1: 1
* Kohn-Sham gap: 0.30000 Ha

Geometry (Å):
C -0.996287 0.504129 -0.145059
C 0.394912 1.067267 0.337371
O 1.199180 0.660696 -0.732796
H -1.633549 0.593083 0.734761
H -1.145779 -0.506954 -0.523811
H -1.496982 1.249537 -0.762943
H 0.605393 0.509485 1.249883
H 0.417762 2.150549 0.456026
H 2.037170 1.106317 -0.588612
C 3.930940 2.771885 4.507971
C 3.792379 2.728468 2.978771
O 2.799592 1.723548 2.561305
H 4.692479 2.090571 4.887411
H 2.993737 2.573214 5.027860
H 4.334854 3.748773 4.773725
H 4.726536 2.554821 2.444633
H 3.430322 3.671066 2.568243
H 3.120959 0.856791 2.820270
C 5.378009 -1.412715 -0.112011
C 4.636372 -0.830058 1.018041
O 5.211493 0.416141 1.204314
H 4.921405 -1.054193 -1.034541
H 5.280905 -2.498386 -0.112944
H 6.446825 -1.199037 -0.120478
H 4.964783 -1.472613 1.834980
H 3.572384 -0.732257 0.802496
H 5.191874 0.978606 0.426598
C 0.119795 -0.568604 -5.066541
C 0.549052 -0.066039 -3.651681
O 1.844040 -0.578922 -3.325095
H 0.802707 -0.278949 -5.865188
H -0.896501 -0.259578 -5.310968
H 0.037840 -1.650338 -5.172546
H -0.139126 -0.483872 -2.916890
H 0.489059 1.022311 -3.652145
H 2.020041 -0.204731 -2.458718
C 4.510751 3.255450 -1.898794
C 4.258379 3.456077 -0.362102
O 3.298168 2.455573 0.053461
H 5.211247 3.982431 -2.309772
H 3.540593 3.321215 -2.391299
H 4.821217 2.232323 -2.110753
H 3.688339 4.363184 -0.161351
H 5.166633 3.239968 0.200459
H 3.146484 2.371419 0.997669
C -0.134629 2.472649 4.215987
C -1.577283 2.992554 4.153567
O -1.902150 3.063288 2.805297
H -0.161641 1.526878 3.674806
H 0.122524 2.320679 5.264260
H 0.545858 3.182065 3.745070
H -1.567519 3.976413 4.622618
H -2.254641 2.236733 4.551085
H -2.828320 3.285618 2.685362
C 2.343897 -3.025863 -1.366304
C 1.656971 -4.360753 -1.767574
C 0.821450 -4.624273 -0.493098
C -0.343875 -5.600723 -0.723169
C -1.251605 -5.109480 -1.883028
C -0.390176 -4.956572 -3.240408
N 0.864497 -4.183831 -2.989476
O 1.652497 -3.844469 -4.076357
C -0.097156 -6.323983 -3.861658
C -1.291173 -4.054852 -4.169793
C 2.698356 -5.480242 -2.013716
H 1.763112 -2.119035 -1.197647
H 3.233529 -2.841142 -1.968413
H 2.936185 -3.074340 -0.452549
H 1.509529 -5.084755 0.215844
H 0.336838 -3.700486 -0.177058
H -0.953964 -5.765330 0.164969
H 0.062840 -6.576739 -0.987847
H -1.555129 -4.107267 -1.580461
H -2.119195 -5.756597 -2.011974
H 0.699939 -6.889541 -3.379071
H -1.014520 -6.894505 -4.006775
H 0.278638 -6.128865 -4.866051
H -0.569498 -3.775943 -4.937574
H -2.095905 -4.500398 -4.754604
H -1.758603 -3.139434 -3.806976
H 3.488246 -5.514495 -1.263383
H 3.229403 -5.417963 -2.963564
H 2.142940 -6.405338 -1.859422
H 1.462687 -2.907063 -4.159095
C 3.995825 -2.082536 4.855309
C 3.245639 -3.377686 5.310851
C 2.496957 -3.092917 6.663560
C 1.151741 -2.510753 6.356045
C 0.355154 -3.303593 5.319655
C 1.053948 -3.540377 3.977955
N 2.434759 -3.968940 4.278904
O 3.135069 -4.377460 3.158038
C 0.336203 -4.766300 3.392212
C 0.981301 -2.397082 2.924093
C 4.251142 -4.485097 5.711745
H 4.957339 -1.879906 5.327026
H 3.317058 -1.267237 5.105650
H 4.018248 -1.910918 3.779135
H 2.360514 -4.023752 7.214036
H 3.143009 -2.471224 7.283422
H 1.357711 -1.452029 6.198690
H 0.649436 -2.645938 7.313909
H -0.453167 -2.591773 5.152238
H -0.120764 -4.196836 5.724278
H 0.882528 -5.218762 2.564618
H 0.355243 -5.580027 4.117185
H -0.650801 -4.501121 3.013277
H 1.954647 -1.912695 2.846170
H 0.910282 -2.734487 1.890058
H 0.213884 -1.636902 3.070049
H 4.891417 -4.728313 4.863813
H 3.721594 -5.380264 6.037854
H 4.994951 -4.227426 6.465704
H 2.941248 -5.312030 3.055007
C -5.278388 -2.751988 -3.257016
C -4.751116 -1.496140 -2.484605
C -4.423929 -0.582115 -3.787873
C -4.174734 0.882042 -3.424153
C -5.329575 1.494165 -2.711734
C -5.885513 0.619114 -1.488433
N -5.892374 -0.850005 -1.844937
O -6.470173 -1.592677 -0.830333
C -5.105965 0.911680 -0.122197
C -7.325827 1.167059 -1.356756
C -3.546079 -1.776043 -1.541180
H -4.459146 -3.066571 -3.903532
H -5.342767 -3.648034 -2.639714
H -6.175901 -2.689200 -3.872325
H -3.521106 -0.934060 -4.287022
H -5.156248 -0.702183 -4.586251
H -3.415244 0.834363 -2.643766
H -3.751654 1.452821 -4.250777
H -6.104688 1.720344 -3.443956
H -4.854082 2.398183 -2.331264
H -5.345876 1.895417 0.281289
H -4.057157 0.943109 -0.417342
H -5.161346 0.107585 0.611610
H -7.504293 2.221519 -1.146102
H -7.657308 0.747084 -0.407100
H -7.956469 0.643559 -2.075320
H -3.366448 -0.854795 -0.986976
H -3.958422 -2.419455 -0.763958
H -2.609270 -2.069896 -2.014621
H -7.314614 -1.702444 -1.273587
C 0.734180 5.137326 -0.922868
C -0.110546 6.029318 -1.841321
C -0.913845 5.148641 -2.787908
C -2.078110 4.308603 -2.065961
C -2.971997 5.296066 -1.291285
C -2.223154 6.392456 -0.446266
N -1.024644 6.946343 -1.169871
O -0.384171 7.931008 -0.406251
C -3.194837 7.589436 -0.353168
C -1.770055 5.815682 0.909704
C 0.860870 6.863305 -2.747968
H 1.525266 4.808492 -1.596785
H 0.194741 4.267723 -0.547495
H 1.159076 5.602901 -0.033609
H -1.303501 5.749407 -3.609700
H -0.248225 4.446123 -3.289437
H -1.595453 3.583903 -1.410256
H -2.577108 3.657155 -2.783386
H -3.563788 4.618076 -0.676297
H -3.822597 5.517943 -1.935758
H -3.724200 7.688847 -1.300782
H -3.932926 7.320493 0.402481
H -2.701182 8.540656 -0.154237
H -0.981582 6.334207 1.455162
H -2.660443 5.674417 1.522378
H -1.379853 4.805112 0.788964
H 1.399689 6.110885 -3.323862
H 1.530160 7.615988 -2.331280
H 0.227555 7.375999 -3.471952
H -0.715063 8.745177 -0.792572

Cartesian forces (eV/Å) of the 6 atoms listed first:
C -0.9 2.2 1.9
C -2.4 -2.4 -1.4
O 1.6 0.1 -0.3
H -0.3 -0.4 0.4
H 0.9 0.1 -0.1
H 0.3 -0.2 -0.8

Mulliken atomic charge list, values in e, 2 entries: C -1.053; C 0.431